(1)
{"formula": "C35H34BF4IO2", "method": "ωB97M-V with the def2-TZVPD basis set", "total_energy_ha": -2226.65521, "smiles": "O=C(CB(O)CCCI)c1ccccc1.Fc1ccccc1.Fc1ccccc1.Fc1ccccc1.Fc1ccccc1", "elements": ["O", "C", "C", "B", "O", "C", "C", "C", "I", "C", "C", "C", "C", "C", "C", "H", "H", "H", "H", "H", "H", "H", "H", "H", "H", "H", "H", "H", "H", "F", "C", "C", "C", "C", "C", "C", "H", "H", "H", "H", "H", "F", "C", "C", "C", "C", "C", "C", "H", "H", "H", "H", "H", "F", "C", "C", "C", "C", "C", "C", "H", "H", "H", "H", "H", "F", "C", "C", "C", "C", "C", "C", "H", "H", "H", "H", "H"], "xyz": [[0.75, 1.36, 2.64], [0.88, 2.25, 1.83], [0.34, 3.62, 2.13], [1.21, 4.34, 3.27], [1.13, 3.90, 4.56], [2.15, 5.56, 2.96], [3.59, 5.51, 3.49], [4.27, 4.16, 3.35], [6.25, 4.29, 4.22], [1.61, 2.01, 0.55], [1.44, 2.78, -0.60], [2.15, 2.50, -1.75], [3.06, 1.45, -1.77], [3.24, 0.68, -0.63], [2.52, 0.95, 0.52], [-0.69, 3.50, 2.50], [0.32, 4.27, 1.26], [0.48, 3.19, 4.66], [1.67, 6.44, 3.41], [2.14, 5.75, 1.88], [4.18, 6.24, 2.93], [3.64, 5.84, 4.53], [3.77, 3.37, 3.90], [4.46, 3.89, 2.32], [0.73, 3.60, -0.61], [1.99, 3.10, -2.63], [3.62, 1.23, -2.67], [3.94, -0.15, -0.65], [2.67, 0.34, 1.40], [1.50, -0.73, -3.91], [0.31, -1.00, -3.33], [0.08, -0.56, -2.04], [-1.14, -0.84, -1.45], [-2.11, -1.56, -2.14], [-1.85, -1.99, -3.44], [-0.64, -1.71, -4.04], [0.85, -0.01, -1.51], [-1.33, -0.50, -0.44], [-3.06, -1.78, -1.67], [-2.60, -2.55, -3.98], [-0.42, -2.04, -5.05], [-4.84, -1.97, -0.27], [-5.72, -0.94, -0.20], [-7.03, -1.21, 0.16], [-7.92, -0.15, 0.23], [-7.50, 1.14, -0.06], [-6.18, 1.38, -0.42], [-5.28, 0.33, -0.49], [-7.33, -2.22, 0.38], [-8.95, -0.33, 0.52], [-8.20, 1.96, -0.01], [-5.86, 2.38, -0.66], [-4.24, 0.49, -0.77], [-2.94, -3.71, -7.04], [-2.38, -4.77, -6.42], [-3.19, -5.84, -6.06], [-2.60, -6.92, -5.43], [-1.24, -6.93, -5.16], [-0.46, -5.85, -5.52], [-1.03, -4.76, -6.17], [-4.25, -5.81, -6.28], [-3.22, -7.77, -5.15], [-0.79, -7.78, -4.66], [0.60, -5.85, -5.31], [-0.43, -3.91, -6.47], [5.77, -1.11, 6.43], [4.71, -1.04, 5.60], [4.27, 0.20, 5.17], [3.19, 0.26, 4.31], [2.55, -0.90, 3.90], [3.01, -2.13, 4.34], [4.10, -2.21, 5.20], [4.77, 1.10, 5.50], [2.83, 1.22, 3.97], [1.69, -0.84, 3.24], [2.51, -3.04, 4.03], [4.47, -3.16, 5.55]]}

***

(2)
{"formula": "C44H105ClN7O10P", "method": "ωB97M-V with the def2-TZVPD basis set", "total_energy_ha": -3676.54218, "de_lowest_kj_mol": 0.0, "smiles": "CC[C@@H](Cl)[C@@H](O[C@@H](CC=O)[C@H](CC)OCCCCCNC(C)=O)P(C)CC.COC[C@@H](C)N.COC[C@@H](C)N.COC[C@@H](C)N.COC[C@@H](C)N.COC[C@@H](C)N.COC[C@@H](C)N", "elements": ["C", "C", "C", "Cl", "C", "O", "C", "C", "C", "O", "C", "C", "C", "O", "C", "C", "C", "C", "C", "N", "C", "C", "O", "P", "C", "C", "C", "H", "H", "H", "H", "H", "H", "H", "H", "H", "H", "H", "H", "H", "H", "H", "H", "H", "H", "H", "H", "H", "H", "H", "H", "H", "H", "H", "H", "H", "H", "H", "H", "H", "H", "H", "H", "H", "H", "H", "C", "O", "C", "C", "C", "N", "H", "H", "H", "H", "H", "H", "H", "H", "H", "H", "H", "C", "O", "C", "C", "C", "N", "H", "H", "H", "H", "H", "H", "H", "H", "H", "H", "H", "C", "O", "C", "C", "C", "N", "H", "H", "H", "H", "H", "H", "H", "H", "H", "H", "H", "C", "O", "C", "C", "C", "N", "H", "H", "H", "H", "H", "H", "H", "H", "H", "H", "H", "C", "O", "C", "C", "C", "N", "H", "H", "H", "H", "H", "H", "H", "H", "H", "H", "H", "C", "O", "C", "C", "C", "N", "H", "H", "H", "H", "H", "H", "H", "H", "H", "H", "H"], "xyz": [[1.33, -2.50, 4.39], [0.21, -1.82, 3.62], [0.56, -1.64, 2.17], [0.45, -3.21, 1.35], [-0.33, -0.68, 1.42], [-0.68, 0.37, 2.29], [-2.06, 0.68, 2.22], [-2.85, -0.09, 3.25], [-4.22, -0.43, 2.82], [-5.28, -0.05, 3.39], [-2.27, 2.16, 2.45], [-1.61, 2.74, 3.69], [-2.16, 4.11, 4.04], [-3.67, 2.31, 2.52], [-4.23, 3.22, 1.62], [-3.98, 2.95, 0.17], [-4.40, 1.58, -0.37], [-3.46, 1.14, -1.49], [-3.58, -0.29, -2.02], [-3.87, -1.30, -1.01], [-3.54, -2.63, -1.38], [-3.91, -3.67, -0.38], [-2.94, -2.91, -2.44], [0.43, 0.01, -0.19], [1.90, -1.04, -0.49], [1.17, 1.61, 0.29], [2.45, 1.93, -0.47], [1.36, -3.56, 4.19], [1.16, -2.37, 5.44], [2.28, -2.06, 4.14], [0.03, -0.86, 4.06], [-0.67, -2.44, 3.68], [1.58, -1.30, 2.12], [-1.21, -1.20, 1.09], [-2.42, 0.45, 1.22], [-2.31, -1.00, 3.46], [-2.95, 0.46, 4.17], [-4.30, -1.09, 1.94], [-1.86, 2.70, 1.60], [-1.70, 2.06, 4.53], [-0.56, 2.83, 3.50], [-2.46, 4.62, 3.13], [-2.99, 4.05, 4.72], [-1.38, 4.72, 4.45], [-5.29, 3.22, 1.82], [-3.88, 4.22, 1.85], [-4.52, 3.71, -0.37], [-2.93, 3.08, -0.04], [-4.52, 0.84, 0.41], [-5.37, 1.71, -0.82], [-2.44, 1.31, -1.17], [-3.64, 1.79, -2.32], [-4.32, -0.32, -2.81], [-2.66, -0.56, -2.49], [-4.85, -1.27, -0.73], [-3.02, -4.19, -0.11], [-4.36, -3.27, 0.52], [-4.60, -4.36, -0.84], [2.70, -0.90, 0.22], [1.61, -2.08, -0.52], [2.28, -0.77, -1.46], [0.45, 2.38, 0.04], [1.38, 1.65, 1.35], [2.37, 1.63, -1.50], [2.62, 2.99, -0.47], [3.29, 1.43, -0.04], [-0.03, -8.09, -3.34], [-1.03, -7.11, -3.20], [-2.02, -7.38, -2.22], [-1.61, -7.04, -0.78], [-0.64, -8.03, -0.15], [-1.06, -5.69, -0.66], [-0.42, -9.10, -3.19], [0.81, -7.92, -2.66], [0.36, -8.02, -4.36], [-2.87, -6.75, -2.49], [-2.35, -8.42, -2.30], [-2.54, -7.06, -0.19], [0.38, -7.88, -0.50], [-0.63, -7.91, 0.93], [-0.93, -9.06, -0.37], [-1.75, -5.01, -0.96], [-0.30, -5.60, -1.33], [-0.50, 1.51, -4.54], [-0.37, 2.18, -3.30], [0.16, 3.48, -3.34], [-0.82, 4.59, -3.74], [-1.15, 4.63, -5.23], [-2.07, 4.53, -2.98], [0.31, 1.79, -5.22], [-1.46, 1.71, -5.02], [-0.43, 0.44, -4.33], [0.50, 3.68, -2.32], [1.05, 3.50, -3.99], [-0.33, 5.54, -3.48], [-1.86, 3.85, -5.50], [-1.60, 5.59, -5.49], [-0.25, 4.50, -5.83], [-1.86, 4.64, -1.99], [-2.44, 3.59, -3.06], [4.08, -5.37, 3.56], [3.95, -4.49, 4.66], [4.66, -4.86, 5.83], [6.14, -4.48, 5.83], [7.02, -5.38, 4.97], [6.37, -3.09, 5.45], [4.16, -6.41, 3.89], [4.94, -5.12, 2.93], [3.18, -5.26, 2.95], [4.17, -4.31, 6.64], [4.52, -5.93, 6.03], [6.48, -4.60, 6.87], [6.93, -5.14, 3.91], [8.07, -5.26, 5.24], [6.76, -6.44, 5.10], [5.90, -2.47, 6.10], [5.91, -2.93, 4.56], [4.70, -6.84, -8.61], [3.88, -6.53, -7.51], [2.73, -7.34, -7.35], [2.97, -8.69, -6.66], [3.65, -9.74, -7.54], [3.75, -8.54, -5.42], [4.11, -7.18, -9.47], [5.45, -7.61, -8.37], [5.23, -5.93, -8.89], [2.06, -6.76, -6.72], [2.23, -7.49, -8.32], [1.99, -9.08, -6.38], [4.72, -9.55, -7.63], [3.53, -10.72, -7.10], [3.21, -9.75, -8.54], [3.24, -7.93, -4.78], [4.59, -8.01, -5.65], [-4.48, 7.55, 2.82], [-3.19, 7.39, 3.39], [-2.55, 8.59, 3.80], [-2.99, 9.13, 5.16], [-4.35, 9.81, 5.15], [-2.98, 8.10, 6.20], [-4.55, 8.47, 2.24], [-5.27, 7.54, 3.58], [-4.64, 6.69, 2.16], [-1.49, 8.33, 3.86], [-2.65, 9.35, 3.01], [-2.25, 9.88, 5.44], [-5.17, 9.08, 5.15], [-4.47, 10.42, 6.05], [-4.47, 10.46, 4.28], [-2.04, 7.73, 6.31], [-3.53, 7.31, 5.88], [1.58, 5.61, 0.22], [1.82, 5.62, -1.18], [1.76, 6.89, -1.80], [3.05, 7.72, -1.70], [3.28, 8.36, -0.33], [4.24, 6.96, -2.07], [0.84, 6.36, 0.51], [2.50, 5.76, 0.79], [1.20, 4.62, 0.47], [1.60, 6.68, -2.86], [0.89, 7.45, -1.44], [2.94, 8.53, -2.42], [3.65, 7.64, 0.39], [4.02, 9.15, -0.41], [2.36, 8.80, 0.05], [4.16, 6.64, -3.03], [4.26, 6.11, -1.51]]}

***

(3)
{"formula": "C9H14", "method": "ωB97M-V with the def2-TZVPD basis set", "total_energy_ha": -351.24055, "de_lowest_kj_mol": 235.3, "smiles": "Cc1ccccc1.CC", "elements": ["C", "C", "C", "C", "C", "C", "C", "H", "H", "H", "H", "H", "H", "H", "H", "C", "C", "H", "H", "H", "H", "H", "H"], "xyz": [[-2.74, 1.36, -1.87], [-1.42, 0.86, -1.31], [-0.26, 1.31, -1.94], [0.96, 0.74, -1.50], [0.99, -0.02, -0.31], [-0.11, -0.25, 0.35], [-1.42, 0.10, -0.18], [-3.10, 0.67, -2.75], [-2.85, 2.39, -2.28], [-3.36, 1.42, -1.07], [-0.32, 1.99, -2.72], [1.87, 0.94, -2.18], [1.94, -0.43, 0.13], [-0.16, -0.96, 1.18], [-2.22, -0.36, 0.26], [2.31, -2.30, 2.72], [1.30, -1.09, 2.82], [3.20, -1.64, 2.51], [2.39, -2.91, 3.66], [1.94, -2.91, 1.85], [0.27, -1.32, 2.46], [1.06, -0.84, 3.91], [1.79, -0.30, 2.37]]}

***

(4)
{"formula": "C5H10", "method": "ωB97M-V with the def2-TZVPD basis set", "multiplicity": 2, "total_energy_ha": -196.14615, "charge": 1, "s_squared": 0.75, "de_lowest_kj_mol": 21.9, "elements": ["C", "C", "C", "C", "C", "H", "H", "H", "H", "H", "H", "H", "H", "H", "H"], "xyz": [[-1.01, -1.40, -0.48], [-1.13, 0.07, -0.05], [0.25, 0.54, 0.31], [0.58, 1.02, 1.57], [1.28, 0.45, -0.76], [-0.42, -1.52, -1.39], [-0.53, -2.00, 0.29], [-1.98, -1.86, -0.63], [-1.53, 0.66, -0.88], [-1.69, 0.14, 0.88], [1.57, 1.40, 1.78], [-0.14, 0.83, 2.35], [0.77, 0.47, -1.71], [1.83, 1.41, -0.65], [2.14, -0.20, -0.62]]}

***

(5)
{"formula": "C33H65ClN3O4", "method": "ωB97M-V with the def2-TZVPD basis set", "total_energy_ha": -2221.01622, "charge": 1, "elements": ["C", "C", "C", "N", "N", "C", "C", "C", "O", "O", "C", "C", "O", "C", "C", "C", "C", "C", "O", "N", "C", "C", "C", "Cl", "C", "C", "C", "C", "C", "H", "H", "H", "H", "H", "H", "H", "H", "H", "H", "H", "H", "H", "H", "H", "H", "H", "H", "H", "H", "H", "H", "H", "H", "H", "H", "H", "H", "H", "H", "H", "H", "H", "H", "H", "H", "H", "C", "C", "C", "C", "C", "C", "H", "H", "H", "H", "H", "H", "H", "H", "H", "H", "H", "H", "H", "H", "C", "C", "C", "C", "C", "C", "H", "H", "H", "H", "H", "H", "H", "H", "H", "H", "H", "H", "H", "H"], "xyz": [[-1.58, -1.27, 0.57], [-1.92, -0.75, 2.10], [-0.73, -1.01, 3.19], [0.33, 0.06, 3.27], [0.89, 0.36, 2.03], [0.48, 1.40, 1.00], [-0.76, 2.47, 1.06], [-0.84, 3.35, 2.46], [-1.61, 4.47, 2.44], [-0.10, 3.07, 3.70], [1.19, 3.82, 3.74], [2.52, 3.14, 4.45], [1.33, 5.07, 3.26], [1.42, 1.45, -0.36], [1.34, 2.40, -1.70], [1.76, 3.95, -1.29], [0.86, 5.11, -2.02], [1.07, 5.25, -3.64], [-0.30, 5.23, -4.24], [2.41, 0.36, 0.03], [3.52, 0.01, -0.96], [4.88, 0.86, -0.60], [6.12, -0.22, -0.30], [4.65, 2.03, 0.87], [2.12, -0.26, 1.42], [3.15, -1.42, 1.96], [2.54, -2.94, 1.99], [2.14, -3.28, 3.54], [1.36, -3.24, 0.88], [-1.94, -2.38, 0.51], [-2.14, -0.62, -0.27], [-0.43, -1.18, 0.30], [-2.85, -1.39, 2.46], [-2.26, 0.37, 2.17], [-0.33, -2.10, 3.02], [-1.26, -1.03, 4.26], [1.12, -0.39, 3.82], [-1.81, 1.99, 0.78], [-0.56, 3.26, 0.20], [2.53, 3.53, 5.56], [3.53, 3.40, 3.91], [2.39, 1.97, 4.50], [0.26, 2.47, -2.17], [2.04, 2.02, -2.58], [2.94, 4.14, -1.37], [1.53, 4.04, -0.12], [1.14, 6.17, -1.55], [-0.30, 4.98, -1.78], [1.63, 6.25, -3.97], [1.73, 4.34, -3.98], [-0.53, 4.24, -4.31], [3.17, 0.22, -2.09], [3.66, -1.17, -0.91], [5.19, 1.58, -1.50], [5.83, -1.29, -0.70], [6.23, -0.29, 0.86], [7.11, 0.11, -0.84], [4.16, -1.46, 1.32], [3.50, -1.07, 3.04], [3.45, -3.66, 1.71], [2.84, -4.08, 4.06], [1.03, -3.69, 3.66], [2.18, -2.32, 4.26], [1.38, -2.51, -0.06], [0.28, -3.33, 1.33], [1.61, -4.31, 0.43], [0.98, -10.47, 2.95], [0.55, -9.93, 1.60], [1.27, -8.63, 1.22], [1.02, -7.44, 2.16], [-0.45, -7.05, 2.32], [-1.10, -6.59, 1.03], [0.74, -9.78, 3.77], [0.46, -11.42, 3.16], [2.06, -10.67, 2.97], [-0.54, -9.78, 1.59], [0.76, -10.68, 0.84], [0.98, -8.36, 0.20], [2.35, -8.82, 1.19], [1.58, -6.58, 1.78], [1.44, -7.66, 3.15], [-0.50, -6.22, 3.05], [-1.03, -7.87, 2.75], [-0.56, -5.73, 0.61], [-2.13, -6.29, 1.21], [-1.11, -7.39, 0.28], [-3.28, 6.13, -3.07], [-4.79, 5.96, -3.03], [-5.28, 4.69, -3.73], [-4.98, 4.62, -5.24], [-5.54, 5.78, -6.07], [-7.05, 5.86, -6.04], [-2.91, 6.23, -4.10], [-2.98, 7.03, -2.52], [-2.78, 5.27, -2.61], [-5.27, 6.85, -3.46], [-5.11, 5.92, -1.98], [-6.36, 4.60, -3.57], [-4.82, 3.82, -3.25], [-5.38, 3.68, -5.63], [-3.89, 4.58, -5.39], [-5.22, 5.65, -7.11], [-5.11, 6.73, -5.74], [-7.50, 4.93, -6.41], [-7.40, 6.68, -6.67], [-7.43, 6.04, -5.03]]}

***

(6)
{"formula": "C6F18O18S6Zn", "method": "ωB97M-V with the def2-TZVPD basis set", "total_energy_ha": -7548.77235, "charge": -4, "de_lowest_kj_mol": 1021.1, "elements": ["Zn", "C", "F", "F", "F", "S", "O", "O", "O", "C", "F", "F", "F", "S", "O", "O", "O", "C", "F", "F", "F", "S", "O", "O", "O", "C", "F", "F", "F", "S", "O", "O", "O", "C", "F", "F", "F", "S", "O", "O", "O", "C", "F", "F", "F", "S", "O", "O", "O"], "xyz": [[-0.19, -0.09, -0.36], [3.52, 0.36, 4.46], [3.28, 1.64, 4.15], [4.61, 0.32, 5.19], [2.45, -0.15, 5.18], [3.71, -0.76, 2.85], [3.93, -2.11, 3.34], [2.35, -0.66, 2.20], [4.79, -0.17, 2.11], [3.92, -2.84, -3.54], [4.53, -3.21, -4.72], [4.57, -3.33, -2.50], [3.94, -1.48, -3.46], [2.08, -3.38, -3.47], [1.52, -3.19, -4.83], [1.97, -4.80, -3.07], [1.44, -2.47, -2.51], [-3.25, -3.61, 3.82], [-1.92, -3.59, 3.99], [-3.71, -4.86, 3.97], [-3.84, -2.65, 4.68], [-3.67, -3.03, 2.01], [-4.91, -2.25, 2.13], [-2.59, -2.16, 1.57], [-3.81, -4.28, 1.24], [-2.20, 3.63, 4.51], [-1.16, 4.49, 4.61], [-2.07, 2.43, 5.15], [-3.31, 4.26, 4.98], [-2.64, 3.30, 2.59], [-2.58, 4.60, 1.90], [-1.58, 2.38, 2.11], [-3.97, 2.61, 2.57], [4.59, 4.03, -2.50], [4.78, 4.26, -1.21], [4.87, 5.02, -3.35], [5.23, 2.96, -2.82], [2.70, 3.57, -2.86], [2.24, 2.49, -1.94], [1.96, 4.77, -2.49], [2.63, 3.27, -4.29], [-4.45, -1.54, -4.37], [-3.96, -2.57, -3.66], [-3.80, -1.66, -5.53], [-5.81, -1.59, -4.56], [-4.12, 0.24, -3.47], [-5.11, 0.42, -2.43], [-2.82, 0.12, -2.88], [-4.14, 1.30, -4.48]]}

***

(7)
{"formula": "H10LiO5", "method": "ωB97M-V with the def2-TZVPD basis set", "total_energy_ha": -389.57429, "charge": 1, "de_lowest_kj_mol": 110.3, "elements": ["Li", "O", "H", "H", "O", "H", "H", "O", "H", "H", "O", "H", "H", "O", "H", "H"], "xyz": [[-0.02, -0.08, 0.07], [-0.87, -0.22, 1.94], [-0.88, -1.03, 2.42], [-0.49, 0.40, 2.44], [-1.68, -1.23, -0.65], [-2.46, -0.63, -1.08], [-1.46, -1.72, -1.45], [1.16, 0.09, -1.74], [1.94, 0.50, -2.04], [0.42, 0.11, -2.35], [1.91, -1.07, 0.76], [2.45, -0.42, 1.23], [1.97, -1.70, 1.47], [-0.66, 1.94, -0.36], [-0.27, 2.46, -1.04], [-1.06, 2.61, 0.36]]}

***

(8)
{"formula": "C6H10", "method": "ωB97M-V with the def2-TZVPD basis set", "total_energy_ha": -234.48898, "de_lowest_kj_mol": 298.1, "elements": ["C", "C", "C", "C", "C", "C", "H", "H", "H", "H", "H", "H", "H", "H", "H", "H"], "xyz": [[-0.05, -0.11, -1.34], [0.06, 1.17, -0.51], [0.76, 0.86, 0.82], [0.18, -0.41, 1.51], [-0.76, -1.34, 0.88], [-0.87, -1.17, -0.59], [0.95, -0.50, -1.55], [-0.52, 0.10, -2.32], [-0.94, 1.57, -0.32], [0.60, 1.95, -1.06], [0.65, 1.72, 1.50], [1.83, 0.74, 0.65], [0.04, -0.28, 2.59], [0.89, -1.29, 1.44], [-1.94, -0.87, -0.57], [-0.88, -2.13, -1.12]]}